1.
61
Properties=species:S:1:pos:R:3:forces:R:3:mulliken_charge:R:1 method="wB97M-V/def2-TZVPD" spin_multiplicity=2 e_above_lowest_kcal_mol=36.0 lumo_energy_ev="-4.1 / -3.4" charge=+1 fmax_ev_per_a=2.904
Cr -0.4664 -0.2217 0.8168 -0.4 0.1 -0.6 -0.426
C -3.1014 -0.1245 -0.7507 0.1 0.4 -0.5 -1.070
N -2.5106 -0.7140 0.4507 0.7 0.0 0.2 1.176
C -3.2914 -0.2914 1.6320 -0.3 0.4 0.6 -0.746
C -3.1876 1.1899 1.9999 0.3 0.0 0.1 -1.081
C -1.8542 1.5661 2.6496 -0.6 0.0 0.6 -0.606
N -0.7937 1.4686 1.6896 0.2 1.2 0.5 0.578
C 0.1741 2.3168 1.6856 -0.2 0.2 -0.2 -0.163
C 1.1562 2.3704 0.6419 0.1 -0.4 -0.5 0.381
C 2.2773 3.2028 0.7930 0.1 0.1 -0.2 -0.732
C 3.1282 3.4621 -0.2569 -0.1 0.1 0.4 -0.799
C 2.8302 2.9394 -1.5134 -0.1 -0.1 0.2 -0.622
C 1.7591 2.0976 -1.6855 -0.2 -0.2 -0.3 -0.435
C 0.9211 1.7211 -0.6183 1.2 1.4 0.5 0.840
O -0.0269 0.8500 -0.8002 -0.9 -1.9 2.0 -0.482
C -2.5866 -2.1851 0.3868 0.1 -0.8 -0.1 -1.038
C -1.8947 -2.8659 -0.8028 0.1 0.2 0.1 -0.869
C -0.4855 -2.3377 -1.1327 -0.5 -0.2 -0.7 -0.018
N 0.1914 -1.8943 0.0497 0.9 -1.1 -0.1 0.546
C 1.2499 -2.4970 0.4647 -0.3 0.1 -0.2 0.280
C 1.9062 -2.1453 1.6879 0.0 0.4 0.8 0.377
C 3.2233 -2.5601 1.9300 0.0 0.0 0.0 -0.747
C 3.8518 -2.2971 3.1246 0.0 -0.1 0.0 -0.757
C 3.1439 -1.6649 4.1470 -0.1 -0.1 -0.2 -0.529
C 1.8436 -1.2620 3.9526 -0.4 0.1 -0.3 -0.535
C 1.1994 -1.4340 2.7095 2.1 -1.2 0.2 0.353
O -0.0050 -0.9892 2.5328 -1.7 1.6 -1.7 -0.557
H -4.1330 -0.4678 -0.8945 0.1 -0.1 0.1 0.308
H -2.5156 -0.3770 -1.6307 0.0 0.0 0.0 0.113
H -3.1034 0.9583 -0.6626 0.0 0.0 -0.1 0.296
H -2.9293 -0.8718 2.4837 -0.1 -0.1 0.0 0.450
H -4.3502 -0.5389 1.4646 0.2 -0.1 0.0 0.469
H -3.9782 1.4068 2.7193 -0.1 0.0 -0.1 0.476
H -3.3592 1.8248 1.1296 -0.1 0.1 0.1 0.298
H -1.6315 0.8524 3.4517 -0.1 0.1 0.1 0.219
H -1.9209 2.5706 3.0872 0.1 -0.1 -0.1 0.547
H 0.2327 3.1035 2.4435 -0.2 -0.1 0.0 0.381
H 2.4671 3.6451 1.7621 0.0 0.1 0.1 0.434
H 3.9987 4.0818 -0.1160 0.1 0.1 0.0 0.419
H 3.4584 3.1810 -2.3565 0.1 0.0 -0.1 0.440
H 1.5324 1.6836 -2.6583 0.1 0.0 0.1 0.067
H -3.6426 -2.4900 0.3663 0.1 0.1 0.2 0.403
H -2.1347 -2.5570 1.3109 -0.1 0.0 0.0 0.402
H -2.5151 -2.8032 -1.6998 0.1 0.0 0.0 0.374
H -1.8110 -3.9214 -0.5307 -0.1 0.0 -0.1 0.368
H -0.5644 -1.4632 -1.7878 0.1 -0.2 0.0 -0.719
H 0.0746 -3.1215 -1.6584 0.0 0.2 0.0 0.606
H 1.6659 -3.3331 -0.1043 -0.1 0.1 -0.1 0.351
H 3.7492 -3.0735 1.1388 0.1 -0.1 -0.1 0.425
H 4.8743 -2.5993 3.2864 0.1 0.0 0.0 0.422
H 3.6136 -1.4963 5.1041 0.1 0.0 0.1 0.420
H 1.2814 -0.7826 4.7397 0.0 0.1 0.1 0.478
C -0.6109 2.2343 -4.9745 -0.1 -0.4 0.1 -1.074
Te -0.4292 0.2834 -4.0787 0.2 0.2 -0.9 0.339
C 1.2684 -0.2596 -5.2955 -0.4 0.0 0.1 -1.084
H 0.3757 2.6005 -5.2252 0.2 0.0 0.1 0.327
H -1.0693 2.8950 -4.2538 -0.1 0.2 0.2 0.353
H -1.2187 2.1986 -5.8688 -0.1 -0.1 -0.1 0.358
H 0.9699 -0.4193 -6.3234 -0.1 0.0 -0.1 0.339
H 1.6922 -1.1722 -4.8968 0.0 -0.2 0.1 0.338
H 2.0113 0.5272 -5.2557 0.1 0.2 0.1 0.338

***

2.
60
Properties=species:S:1:pos:R:3:forces:R:3:mulliken_charge:R:1 method="wB97M-V/def2-TZVPD" spin_multiplicity=1 lumo_energy_ev=-1.3 smiles="CCOCc1cc2c(c(C[C@H](C)I)c1[C@@H](I)CC)C(=O)C(CCCCN)=CC2=O" fmax_ev_per_a=2.584
C -2.3058 -4.1612 -2.0034 -0.6 0.0 -0.7 -0.528
C -1.1012 -5.0344 -2.5163 -1.0 -0.8 1.1 -0.430
O 0.1928 -4.4543 -2.3400 -0.5 0.6 -0.4 -0.460
C 0.3127 -3.1737 -2.9701 0.3 0.1 -0.5 -0.945
C 0.3075 -1.9809 -1.9563 -0.2 0.4 1.1 1.952
C 0.2541 -2.3703 -0.5371 0.0 2.5 -0.4 -1.313
C 0.2127 -1.3522 0.4861 0.2 0.6 -1.3 -0.115
C 0.2556 0.0879 0.1283 0.1 -2.2 -0.7 0.526
C 0.3499 0.4402 -1.2800 -0.1 -0.2 -0.3 0.694
C 0.4457 1.9574 -1.6389 0.5 0.0 0.7 -1.747
C -0.9356 2.7434 -1.6020 0.4 -0.3 0.3 -0.374
C -2.2108 1.8482 -1.4484 0.1 1.0 -0.3 -0.829
I -1.0357 3.8732 -3.4942 -0.2 -0.2 0.5 -0.047
C 0.3610 -0.5631 -2.3692 -0.1 -0.9 2.4 -0.097
C 0.4335 -0.1251 -3.8543 -0.8 0.1 0.6 -1.139
I 2.5150 -0.4525 -4.4969 -0.6 0.2 0.0 0.059
C -0.6005 -0.8109 -4.8230 0.3 0.1 -0.7 -0.523
C -2.0699 -0.9155 -4.2636 -0.5 0.4 -0.7 -1.085
C 0.1957 1.0842 1.2937 0.0 -0.7 0.8 0.714
O -0.0355 2.2738 1.2027 0.2 -0.6 -0.4 -0.627
C 0.4017 0.5354 2.7496 0.0 0.1 0.5 0.207
C 0.5961 1.5675 3.9102 -0.2 -0.3 -0.4 -1.099
C 2.1217 1.7133 4.2879 -0.6 -0.6 0.6 -0.384
C 2.3316 2.1617 5.7975 0.9 1.0 -1.2 -0.822
C 2.5075 3.7412 5.9248 -0.1 -0.7 0.9 -0.357
N 1.2512 4.3924 6.4406 0.7 -0.4 -1.0 -0.669
C 0.3883 -0.7813 3.0634 -0.1 -0.1 -1.3 -0.404
C 0.1595 -1.8299 1.9633 0.4 0.9 0.2 -0.031
O -0.0174 -2.9925 2.2570 0.0 0.4 -0.3 -0.605
H -2.0847 -3.5393 -1.1048 0.0 -0.5 -0.8 0.158
H -2.6849 -3.5094 -2.8418 0.4 -0.4 1.0 0.019
H -3.1812 -4.8165 -1.7327 1.0 0.4 -0.3 0.381
H -1.3069 -5.3674 -3.5698 0.4 0.5 0.7 0.310
H -1.1037 -5.9752 -1.8955 0.3 0.9 -0.6 0.378
H -0.5007 -3.1043 -3.7382 0.6 0.3 0.8 0.197
H 1.2801 -3.1799 -3.5526 -0.8 0.1 0.7 0.196
H 0.2374 -3.4293 -0.2023 0.0 1.0 -0.6 0.597
H 0.9962 2.1496 -2.5969 -0.6 -0.5 0.9 0.722
H 1.0956 2.4199 -0.8424 -0.7 -0.4 -0.8 0.379
H -0.8574 3.5318 -0.8097 -0.3 -0.8 -0.9 0.567
H -2.1366 1.2237 -0.5262 0.0 0.4 -0.8 0.228
H -2.3203 1.2184 -2.3683 0.0 0.4 1.0 0.084
H -3.1041 2.5276 -1.3576 0.8 -0.8 -0.1 0.421
H 0.2895 0.9824 -3.9704 0.2 -1.2 0.4 0.409
H -0.1924 -1.7865 -5.2060 -0.5 0.9 0.6 0.462
H -0.6533 -0.1544 -5.7381 0.2 -0.7 0.9 0.497
H -2.1775 -0.6978 -3.1749 0.3 -0.5 -0.8 0.255
H -2.5574 -1.8976 -4.5192 0.6 0.9 0.4 0.231
H -2.6942 -0.1419 -4.7971 0.6 -0.7 0.6 0.361
H 0.1360 2.5553 3.6499 0.5 -0.9 0.1 0.289
H 0.0128 1.1620 4.7861 0.7 0.4 -0.8 0.442
H 2.6158 2.4164 3.5638 -0.3 -0.7 0.8 0.272
H 2.5753 0.6892 4.1883 -0.3 1.0 -0.1 0.405
H 1.4799 1.7996 6.4314 0.9 0.3 -0.4 0.422
H 3.3100 1.7216 6.1365 -1.1 0.2 -0.1 0.322
H 2.8186 4.1942 4.9477 -0.1 -0.5 0.8 0.254
H 3.3167 3.8982 6.6886 -0.6 0.1 -0.8 0.269
H 1.0504 5.1709 5.8044 -0.3 -0.4 0.5 0.279
H 0.5206 3.6849 6.3343 0.0 0.6 0.0 0.264
H 0.5394 -1.1681 4.1022 -0.3 0.4 -1.1 0.409

***

3.
71
Properties=species:S:1:pos:R:3:forces:R:3:mulliken_charge:R:1 method="wB97M-V/def2-TZVPD" spin_multiplicity=1 e_above_lowest_kcal_mol=16.2 lumo_energy_ev=-6.6 charge=+2 fmax_ev_per_a=1.659
W -0.9108 -0.4855 -0.1864 -0.7 1.1 -1.0 2.265
C -1.9476 2.0238 3.5604 0.0 -0.1 0.1 -0.447
O -1.1905 1.1696 4.4050 0.0 0.2 -0.1 -0.491
C -0.7959 -0.0579 3.9897 -0.2 0.1 0.2 0.045
C -0.2501 -0.8696 4.9848 0.0 -0.1 0.1 -0.676
C 0.1844 -2.1560 4.7251 0.0 0.0 0.0 -0.771
C 0.0965 -2.6747 3.4375 0.1 -0.1 0.1 -0.579
C -0.4316 -1.8713 2.4471 0.1 -0.3 -0.2 0.072
C -0.5198 -2.2424 1.0096 0.7 0.2 0.3 -0.342
N 0.5705 -1.8151 0.1642 0.5 -0.4 0.0 0.695
N 0.9485 -2.5899 -0.9847 -0.1 0.2 0.3 -1.071
C -0.0512 -2.6181 -1.8082 -0.2 0.3 0.2 0.918
O -1.1840 -1.9391 -1.5212 0.4 -0.5 -0.2 -0.647
C 0.0322 -3.3580 -3.0679 -0.2 -0.1 0.1 0.447
C -0.8799 -3.0983 -4.0896 0.0 0.0 0.0 -0.384
C -0.7805 -3.7853 -5.2885 0.0 0.0 0.0 -0.784
C 0.2214 -4.7328 -5.4608 0.0 0.0 0.0 -0.395
C 1.1279 -4.9945 -4.4396 0.0 0.0 0.0 -0.724
C 1.0364 -4.3091 -3.2417 0.1 -0.1 0.0 -0.414
C -0.8966 -0.5915 2.7123 -0.1 0.1 -0.2 0.776
O -1.3737 0.0780 1.6062 0.0 0.0 0.2 -0.937
H -2.2718 2.8458 4.1909 0.0 0.0 0.0 0.388
H -2.8172 1.5137 3.1468 0.0 0.0 0.0 0.208
H -1.3371 2.4202 2.7447 0.0 0.0 0.0 0.009
H -0.1995 -0.4549 5.9843 0.0 0.0 0.0 0.504
H 0.5884 -2.7577 5.5284 0.0 0.0 0.0 0.426
H 0.4412 -3.6770 3.2131 0.0 0.0 0.0 0.572
H -0.7966 -3.2588 0.7839 -0.3 -0.1 -0.3 0.703
H -1.6518 -2.3539 -3.9463 0.0 0.0 0.0 0.426
H -1.4825 -3.5856 -6.0882 0.0 0.0 0.0 0.414
H 0.2946 -5.2748 -6.3951 0.0 0.0 0.0 0.416
H 1.9014 -5.7393 -4.5776 0.0 0.0 0.0 0.413
H 1.7318 -4.5076 -2.4360 0.0 0.0 0.0 0.473
N -1.1523 1.8236 -0.4122 0.4 -0.1 0.3 -0.445
C -0.2264 2.4126 -1.4228 -0.3 0.0 0.2 0.544
C 0.4288 3.7108 -0.9913 0.1 0.1 0.1 -1.444
C 1.3833 3.6529 0.2290 0.0 -0.1 -0.1 0.207
C 2.8723 3.8665 -0.1311 0.1 -0.1 0.0 -1.584
N 3.7255 2.6749 -0.1040 -0.3 0.1 0.0 -0.054
C 4.3231 2.1800 0.9631 0.1 0.0 0.1 0.907
N 5.0399 1.0546 0.8591 -0.1 0.1 0.0 -0.422
N 4.1995 2.7680 2.1556 0.1 0.0 0.0 -0.380
C 0.7330 1.2954 -1.7696 -0.4 -0.4 0.1 0.028
O 1.9212 1.4621 -1.8782 0.2 -0.1 -0.2 -0.619
O 0.1039 0.1294 -1.8771 0.3 0.3 0.4 -0.595
H -2.1081 2.1114 -0.5858 -0.2 -0.1 0.0 0.379
H -0.9282 2.1686 0.5183 0.0 0.0 0.0 -0.074
H -0.8176 2.5984 -2.3198 0.0 0.0 -0.1 0.452
H -0.3693 4.4330 -0.8094 0.0 0.0 0.0 0.327
H 0.9767 4.0862 -1.8560 0.0 0.0 0.0 0.639
H 1.2849 2.7059 0.7732 0.0 0.0 0.0 0.111
H 1.0956 4.4360 0.9309 0.0 0.0 0.0 0.513
H 3.3348 4.6258 0.4993 0.0 0.0 0.0 0.397
H 2.9461 4.2472 -1.1458 0.0 0.1 0.0 0.470
H 3.7004 2.1080 -0.9368 -0.1 -0.1 -0.1 0.274
H 5.2479 0.6680 -0.0459 0.0 0.0 0.0 0.211
H 5.5634 0.6983 1.6396 0.0 0.0 0.0 0.208
H 3.7062 3.6369 2.2524 0.0 0.0 0.0 0.185
H 4.7668 2.4764 2.9330 0.0 0.0 0.0 0.211
N -6.1551 0.9813 -0.1217 0.2 0.1 -0.4 -0.558
N -5.0497 0.2295 -0.3884 -0.5 -0.1 0.0 1.120
N -5.1550 -0.9550 -0.9692 0.3 0.3 0.1 -0.894
C -3.8813 -1.2775 -1.1195 -0.1 0.0 -0.1 -0.287
N -3.0791 -0.3132 -0.6465 0.0 0.0 0.2 0.153
N -3.8633 0.6604 -0.1698 0.2 -0.3 -0.2 -0.859
H -6.9723 0.3890 -0.1059 -0.1 0.0 0.1 0.326
H -6.0085 1.5705 0.6835 -0.1 0.0 0.2 0.283
H -3.5295 -2.1886 -1.5712 0.0 0.0 0.0 0.584
C 1.1597 -0.5746 0.5065 0.2 -0.5 -0.3 -0.808
H 1.4546 -0.4955 1.5426 -0.2 0.1 0.2 0.224
H 1.9217 -0.3097 -0.2104 0.0 0.1 -0.1 0.770

***

4.
59
Properties=species:S:1:pos:R:3:forces:R:3:mulliken_charge:R:1 method="wB97M-V/def2-TZVPD" spin_multiplicity=1 e_above_lowest_kcal_mol=1.6 lumo_energy_ev=0.8 smiles="Cc1cccc(C(=O)NCCCN(C)CCCNC(=O)c2cccc(C)c2)c1" fmax_ev_per_a=0.385
C -1.0036 -0.9083 -3.5401 0.0 -0.1 0.1 -1.599
C -1.2624 0.2335 -2.6100 0.0 0.1 -0.1 0.462
C -0.2455 0.7107 -1.7941 -0.1 0.2 0.1 -0.128
C -0.4929 1.7012 -0.8519 -0.3 -0.1 -0.1 1.219
C -1.7677 2.2493 -0.7525 0.2 0.1 0.0 -0.514
C -2.7742 1.8089 -1.5893 0.0 0.1 0.0 -0.797
C -2.5268 0.7982 -2.5011 0.1 0.0 0.0 -0.708
H -3.3262 0.4363 -3.1315 -0.1 -0.1 -0.1 0.404
H -3.7609 2.2424 -1.5193 -0.1 0.0 0.0 0.428
H -1.9515 3.0200 -0.0204 0.0 0.1 0.1 0.602
C 0.5477 2.1515 0.1160 0.1 0.1 -0.3 0.017
O 0.2788 2.4135 1.2787 -0.2 0.1 0.3 -0.735
N 1.7945 2.2737 -0.3874 0.1 0.0 -0.1 -0.062
H 1.9785 1.9785 -1.3322 -0.2 0.0 0.0 0.248
C 2.9197 2.6788 0.4179 0.3 0.1 0.2 -0.851
H 3.3274 3.6206 0.0300 -0.1 -0.1 0.1 0.358
H 2.5253 2.8578 1.4218 0.1 0.0 -0.1 0.393
C 4.0270 1.6242 0.4619 -0.3 -0.1 0.2 -0.904
H 4.7952 1.9691 1.1555 0.1 0.1 0.0 0.360
H 4.4802 1.5351 -0.5262 0.1 0.0 0.0 0.326
C 3.5031 0.2508 0.9036 0.2 0.2 -0.2 -0.821
N 3.0326 -0.5204 -0.2364 0.0 0.0 -0.1 0.753
C 4.1013 -1.2412 -0.8934 0.0 0.1 0.0 -1.140
H 4.8549 -0.5341 -1.2386 0.1 0.0 0.0 0.336
H 3.6993 -1.7646 -1.7594 0.0 0.0 -0.1 0.273
H 4.6010 -1.9727 -0.2402 0.0 0.0 0.0 0.394
C 1.8653 -1.3345 0.0308 0.0 -0.2 0.2 -0.561
C 2.0048 -2.4451 1.0858 -0.2 0.1 -0.3 -0.376
H 2.1724 -2.0040 2.0715 0.1 0.0 0.1 0.284
C 0.7387 -3.3068 1.1086 0.3 -0.1 0.0 -0.997
N -0.4510 -2.5137 1.3028 0.1 0.1 0.3 -0.150
C -1.2877 -2.1974 0.2840 0.0 -0.1 0.3 0.384
O -1.2046 -2.7158 -0.8156 0.0 -0.1 -0.3 -0.734
C -2.3402 -1.2032 0.6321 -0.3 0.3 -0.1 1.330
C -2.0911 -0.1408 1.4917 -0.1 -0.2 -0.1 -0.117
C -3.0808 0.7870 1.7887 -0.1 0.0 0.1 0.312
C -4.3356 0.6292 1.2154 0.1 0.0 0.1 -0.676
C -4.5888 -0.4161 0.3430 0.0 -0.1 0.0 -0.823
C -3.5942 -1.3255 0.0417 0.1 -0.1 0.0 -0.622
H -3.7688 -2.1399 -0.6446 0.0 -0.1 -0.1 0.488
H -5.5656 -0.5167 -0.1072 -0.1 0.0 0.0 0.399
H -5.1176 1.3403 1.4422 -0.1 0.1 0.0 0.432
C -2.7738 1.9243 2.7119 0.0 0.0 0.0 -1.699
H -2.7818 1.5812 3.7471 0.0 0.0 0.1 0.428
H -3.5085 2.7195 2.6118 0.0 0.1 0.0 0.383
H -1.7819 2.3178 2.4965 0.0 0.1 0.0 0.279
H -1.1068 0.0142 1.9112 0.2 0.0 0.0 0.084
H -0.5444 -2.0219 2.1772 -0.1 0.0 -0.1 0.236
H 0.6144 -3.8116 0.1474 0.0 0.0 0.2 0.415
H 0.8067 -4.0589 1.9013 0.0 0.0 -0.1 0.391
H 2.8549 -3.0866 0.8505 0.1 0.0 0.1 0.309
H 1.0652 -0.6560 0.3404 0.0 -0.1 -0.1 -0.353
H 1.5606 -1.7959 -0.9128 -0.1 0.0 0.0 0.483
H 4.2946 -0.2885 1.4482 -0.1 0.0 0.0 0.612
H 2.6701 0.4061 1.5918 0.0 0.0 0.1 0.377
H 0.7373 0.2693 -1.8732 0.2 -0.1 0.0 0.135
H -0.0078 -0.8450 -3.9739 0.1 0.0 -0.1 0.368
H -1.0687 -1.8355 -2.9691 0.0 -0.1 -0.1 0.213
H -1.7403 -0.9422 -4.3387 0.0 0.0 -0.1 0.453